[1]
DFT (ωB97M-V/def2-TZVPD) results for a structure of composition C4H9CoO3.

CARTESIAN COORDINATES (ANGSTROEM)
O1 -0.39 -1.64 0.08
C1 0.37 -0.47 -0.22
C2 -0.39 0.77 0.21
C3 0.21 2.05 -0.37
C4 1.55 2.42 0.20
O2 2.50 2.78 -0.46
H1 -0.84 -1.71 1.02
H2 0.55 -0.45 -1.31
H3 1.33 -0.55 0.30
H4 -0.41 0.83 1.31
H5 -1.44 0.71 -0.14
H6 0.28 2.01 -1.47
H7 1.62 2.38 1.31
H8 -0.46 2.89 -0.11
Co1 -0.74 -3.11 -0.88
O3 -1.93 -4.05 0.03
H9 -1.79 -4.86 0.51

Results
HOMO level (alpha / beta)   -12.993 / -12.993 eV
Multiplicity   4
Net charge   +1
ΔE to the lowest compared entry with this formula, charge and spin   24.7 kJ/mol
Gap between HOMO and LUMO (alpha / beta)   7.51 / 6.70 eV

=====

[2]
DFT (ωB97M-V/def2-TZVPD) results for a cluster of 2 separate species, C4H12 in total.

CARTESIAN COORDINATES (ANGSTROEM)
C1 -0.80 0.55 1.11
C2 -0.07 -0.25 2.20
H1 0.04 0.93 0.43
H2 -1.39 -0.07 0.45
H3 -1.51 1.25 1.51
H4 0.97 0.07 2.35
H5 -0.10 -1.31 1.95
H6 -0.56 -0.03 3.14
C3 0.48 -0.87 -1.54
C4 0.39 0.58 -1.82
H7 1.14 -1.06 -0.70
H8 -0.49 -1.34 -1.37
H9 1.02 -1.32 -2.40
H10 -0.11 0.96 -0.80
H11 -0.38 0.88 -2.55
H12 1.37 1.03 -1.96

Results
HOMO level (alpha / beta)   -16.667 / -16.939 eV
Multiplicity   2
Net charge   +1
ΔE to the lowest compared entry with this formula, charge and spin   8.3 kJ/mol
Gap between HOMO and LUMO (alpha / beta)   13.72 / 6.78 eV

=====

[3]
DFT (ωB97M-V/def2-TZVPD) results for a structure of composition C30H22BrF4O4Pd.

CARTESIAN COORDINATES (ANGSTROEM)
Pd1 -0.44 -0.34 0.36
Br1 -0.05 -2.01 2.41
C1 -2.52 2.39 -2.15
C2 -1.99 1.40 -1.22
C3 -2.93 1.04 0.05
O1 -2.37 0.31 0.91
C4 -4.22 1.63 0.05
C5 -4.63 2.58 -0.84
C6 -3.77 2.88 -2.05
O2 -4.18 3.70 -2.99
O3 -5.68 3.24 -0.54
O4 -0.77 0.99 -1.26
H1 -2.01 2.60 -3.08
H2 -4.88 1.42 0.88
F1 2.04 -0.23 0.71
C7 3.36 -0.32 1.01
C8 3.85 -1.36 1.80
C9 5.14 -1.32 2.20
C10 5.96 -0.24 1.92
C11 5.46 0.83 1.12
C12 4.13 0.86 0.75
H3 3.22 -2.22 1.94
H4 5.55 -2.15 2.75
H5 7.02 -0.22 2.13
H6 6.03 1.61 0.64
H7 3.65 1.59 0.11
F2 -1.68 -1.74 -0.73
C13 -2.68 -2.65 -0.79
C14 -3.60 -2.66 0.27
C15 -4.58 -3.66 0.30
C16 -4.63 -4.64 -0.68
C17 -3.69 -4.61 -1.73
C18 -2.68 -3.60 -1.77
H8 -3.55 -1.89 1.02
H9 -5.39 -3.66 1.02
H10 -5.51 -5.27 -0.67
H11 -3.78 -5.24 -2.61
H12 -2.01 -3.48 -2.61
F3 0.71 -1.42 -1.19
C19 1.54 -1.35 -2.23
C20 2.41 -2.38 -2.38
C21 3.47 -2.26 -3.33
C22 3.46 -1.13 -4.16
C23 2.44 -0.16 -4.13
C24 1.47 -0.31 -3.15
H13 2.43 -3.29 -1.79
H14 4.36 -2.87 -3.45
H15 4.32 -0.92 -4.77
H16 2.40 0.67 -4.82
H17 0.73 0.48 -3.10
F4 0.23 1.55 1.33
C25 0.04 2.39 2.36
C26 1.13 2.60 3.18
C27 1.01 3.53 4.23
C28 -0.22 4.23 4.37
C29 -1.26 4.01 3.50
C30 -1.21 2.98 2.51
H18 2.03 2.10 2.86
H19 1.84 3.71 4.88
H20 -0.26 5.02 5.10
H21 -2.23 4.46 3.69
H22 -2.05 2.83 1.85

Results
HOMO level (alpha / beta)   -4.551 / -4.545 eV
Multiplicity   3
Net charge   -1
ΔE to the lowest compared entry with this formula, charge and spin   0.0 kJ/mol
Gap between HOMO and LUMO (alpha / beta)   6.81 / 6.06 eV

=====

[4]
DFT (ωB97M-V/def2-TZVPD) results for a structure of composition C28H29AuN3Si.

CARTESIAN COORDINATES (ANGSTROEM)
C1 -0.55 1.41 2.18
C2 -0.53 -0.05 2.42
C3 0.55 -0.32 3.31
H1 -1.36 -0.73 2.25
C4 1.16 0.91 3.66
C5 0.47 1.96 3.03
H2 0.66 3.03 3.17
H3 -1.38 1.93 1.71
H4 0.80 -1.31 3.70
H5 1.98 1.04 4.37
Au1 0.49 0.55 0.41
C6 -1.05 -3.35 -2.53
H6 -0.30 -3.45 -1.74
H7 -1.06 -4.29 -3.11
H8 -2.05 -3.22 -2.09
Si1 -1.00 -0.98 -0.62
C7 -2.74 -0.34 -0.84
C8 -3.55 -0.02 0.26
H9 -3.15 -0.07 1.28
C9 -4.89 0.33 0.07
H10 -5.52 0.56 0.93
C10 -5.43 0.38 -1.22
H11 -6.48 0.62 -1.37
C11 -4.62 0.09 -2.32
H12 -5.04 0.13 -3.33
C12 -3.28 -0.25 -2.14
H13 -2.64 -0.48 -3.01
C13 -1.06 -2.50 0.45
C14 -2.25 -3.21 0.67
H14 -3.18 -2.86 0.20
C15 -2.26 -4.38 1.44
H15 -3.20 -4.92 1.58
C16 -1.08 -4.87 2.00
H16 -1.09 -5.79 2.59
C17 0.12 -4.19 1.76
H17 1.05 -4.60 2.16
C18 0.13 -3.02 1.00
H18 1.09 -2.52 0.83
H19 -0.33 -1.12 -1.93
H20 -0.80 -2.49 -3.18
N1 1.54 3.01 -1.27
C19 1.99 1.82 -1.89
C20 2.71 1.89 -3.09
C21 3.39 0.75 -3.51
C22 3.30 -0.43 -2.76
C23 2.48 -0.45 -1.65
N2 1.80 0.66 -1.27
C24 2.22 3.40 -0.10
C25 2.53 4.76 0.08
C26 3.38 5.09 1.13
C27 3.81 4.08 1.99
C28 3.36 2.78 1.78
N3 2.60 2.44 0.73
H21 1.49 3.77 -1.94
H22 2.73 2.86 -3.60
H23 3.97 0.78 -4.43
H24 3.82 -1.33 -3.06
H25 2.35 -1.35 -1.03
H26 2.14 5.46 -0.66
H27 3.66 6.13 1.29
H28 4.48 4.28 2.83
H29 3.62 1.97 2.46

Results
HOMO level (alpha / beta)   -8.762 / -11.418 eV
Multiplicity   3
Net charge   +1
ΔE to the lowest compared entry with this formula, charge and spin   0.0 kJ/mol
Gap between HOMO and LUMO (alpha / beta)   6.26 / 6.20 eV

=====

[5]
DFT (ωB97M-V/def2-TZVPD) results for a structure of composition C12H13CuN.

CARTESIAN COORDINATES (ANGSTROEM)
Cu1 -0.69 -0.31 -1.35
C1 -0.41 -0.54 -3.41
H1 0.66 -0.68 -3.24
H2 -0.85 -1.46 -3.79
H3 -0.54 0.33 -4.04
H4 -2.06 -0.15 -3.05
H5 -2.21 -0.06 -2.20
C2 2.12 2.75 -0.50
C3 2.29 2.53 0.87
C4 1.59 1.50 1.50
C5 0.70 0.71 0.75
N1 0.56 0.96 -0.57
C6 1.23 1.93 -1.21
C7 -0.11 -0.39 1.27
C8 -0.11 -0.84 2.62
C9 -0.94 -1.92 2.98
C10 -1.75 -2.56 2.04
C11 -1.74 -2.12 0.69
C12 -0.93 -1.05 0.35
H6 2.65 3.53 -1.04
H7 2.97 3.15 1.45
H8 1.68 1.27 2.55
H9 1.06 2.04 -2.29
H10 0.53 -0.34 3.33
H11 -0.94 -2.25 4.02
H12 -2.38 -3.40 2.33
H13 -2.36 -2.61 -0.07

Results
HOMO level (alpha / beta)   -7.558 / -7.355 eV
Multiplicity   2
Gap between HOMO and LUMO (alpha / beta)   7.62 / 7.01 eV

=====

[6]
DFT (ωB97M-V/def2-TZVPD) results for the ion C2H2NO3 with charge -1.

CARTESIAN COORDINATES (ANGSTROEM)
O1 1.58 1.08 -1.41
C1 0.50 1.06 -0.71
N1 -0.19 -0.23 -0.58
C2 -0.70 -0.75 0.80
O2 -1.10 0.11 1.54
O3 -0.93 -1.95 0.94
H1 0.38 1.77 0.10
H2 0.47 -1.09 -0.68

Results
HOMO level   -4.471 eV
Net charge   -1
ΔE to the lowest compared entry with this formula, charge and spin   162.4 kJ/mol
Gap between HOMO and LUMO   8.66 eV
Structure (SMILES)   O=CNC(=O)[O-]

=====

[7]
DFT (ωB97M-V/def2-TZVPD) results for the ion C26H24NO3 with charge +1.

CARTESIAN COORDINATES (ANGSTROEM)
C1 2.99 0.38 -5.90
O1 1.96 -0.38 -5.21
C2 1.29 0.27 -4.21
C3 0.35 -0.50 -3.45
C4 -0.25 0.07 -2.32
C5 0.05 1.40 -1.90
C6 -0.58 1.98 -0.71
C7 -1.20 1.22 0.34
N1 -0.52 3.38 -0.68
C8 -0.44 4.17 0.48
C9 -0.21 5.65 0.27
O2 -0.56 3.66 1.60
C10 0.96 2.17 -2.70
C11 1.58 1.62 -3.84
H1 3.41 -0.34 -6.61
H2 2.57 1.25 -6.45
H3 3.79 0.74 -5.21
H4 0.12 -1.51 -3.77
H5 -1.01 -0.51 -1.78
H6 -1.95 1.85 0.85
H7 -1.51 0.20 0.01
H8 -0.40 3.91 -1.54
H9 -0.25 5.96 -0.79
H10 -0.97 6.18 0.87
H11 0.79 5.86 0.70
H12 1.19 3.21 -2.46
H13 2.28 2.22 -4.41
C12 2.33 -5.32 0.65
C13 2.84 -4.03 0.48
C14 2.11 -2.91 0.86
C15 0.80 -3.07 1.42
C16 -0.01 -1.91 1.75
O3 -1.18 -2.26 2.38
C17 -2.04 -1.28 2.84
C18 -1.81 0.08 2.65
C19 -2.58 1.00 3.37
C20 -3.64 0.56 4.16
C21 -3.92 -0.81 4.26
C22 -3.10 -1.76 3.64
C23 -0.67 0.54 1.71
C24 0.26 -0.60 1.44
C25 0.33 -4.39 1.66
C26 1.08 -5.49 1.25
H14 2.89 -6.17 0.30
H15 3.82 -3.87 0.02
H16 2.48 -1.89 0.78
H17 -2.33 2.06 3.28
H18 -4.27 1.29 4.67
H19 -4.72 -1.16 4.89
H20 -3.21 -2.84 3.78
H21 -0.16 1.49 2.04
H22 1.18 -0.33 0.94
H23 -0.64 -4.55 2.18
H24 0.67 -6.50 1.41

Results
HOMO level   -10.587 eV
Net charge   +1
ΔE to the lowest compared entry with this formula, charge and spin   117.0 kJ/mol
Gap between HOMO and LUMO   5.64 eV
Structure (SMILES)   COc1ccc(/C(C[C@@H]2C=C(c3ccccc3)Oc3ccccc32)=[NH+]/C(C)=O)cc1

=====

[8]
DFT (ωB97M-V/def2-TZVPD) results for a cluster of 7 separate species, C18H53N3O10 in total.

CARTESIAN COORDINATES (ANGSTROEM)
O1 4.08 0.45 2.33
H1 4.24 0.60 1.42
H2 3.08 0.54 2.42
O2 1.70 1.26 -0.53
H3 1.95 1.51 0.37
H4 2.42 0.72 -0.86
O3 0.92 1.04 2.18
H5 0.04 0.94 1.80
H6 0.75 1.72 2.80
O4 -1.50 1.08 0.03
H7 -0.57 1.26 -0.25
H8 -1.71 0.24 -0.39
C1 -6.08 -3.15 -0.43
O5 -4.69 -2.99 -0.70
C2 -4.33 -2.48 -1.97
C3 -2.88 -2.59 -2.22
N1 -2.04 -1.85 -1.37
C4 -0.64 -1.93 -1.66
C5 0.16 -2.11 -0.40
O6 -0.27 -3.20 0.34
C6 0.48 -3.47 1.50
H9 -6.61 -2.17 -0.43
H10 -6.14 -3.63 0.52
H11 -6.60 -3.84 -1.07
H12 -4.52 -1.40 -2.05
H13 -4.85 -3.07 -2.71
H14 -2.69 -2.30 -3.25
H15 -2.54 -3.65 -2.25
H16 -2.14 -2.28 -0.44
H17 -0.28 -1.02 -2.19
H18 -0.36 -2.86 -2.21
H19 0.01 -1.19 0.20
H20 1.23 -2.21 -0.64
H21 0.18 -2.73 2.24
H22 1.57 -3.42 1.24
H23 0.20 -4.47 1.86
C7 -4.72 0.95 1.36
O7 -4.52 1.65 2.50
C8 -3.71 2.78 2.36
C9 -2.49 2.62 3.19
N2 -1.86 1.36 3.01
C10 -2.17 0.28 3.97
C11 -1.84 -1.07 3.35
O8 -2.49 -1.33 2.11
C12 -3.55 -2.26 2.21
H24 -5.40 0.10 1.65
H25 -3.73 0.66 0.89
H26 -5.25 1.54 0.63
H27 -4.32 3.63 2.47
H28 -3.39 2.81 1.30
H29 -2.77 2.66 4.23
H30 -1.76 3.43 3.01
H31 -2.12 1.00 2.08
H32 -3.27 0.23 4.19
H33 -1.63 0.38 4.90
H34 -2.06 -1.85 4.06
H35 -0.77 -1.10 3.11
H36 -3.18 -3.26 2.48
H37 -4.06 -2.28 1.23
H38 -4.34 -1.91 2.95
C13 3.13 -0.09 -3.52
O9 2.70 1.18 -3.87
C14 3.62 1.92 -4.62
C15 4.35 3.04 -3.84
N3 5.08 2.53 -2.69
C16 4.88 3.19 -1.48
C17 5.69 2.58 -0.31
O10 5.30 1.23 0.04
C18 6.27 0.35 -0.42
H39 2.30 -0.61 -3.07
H40 3.96 -0.03 -2.79
H41 3.54 -0.68 -4.37
H42 3.12 2.41 -5.46
H43 4.45 1.24 -4.91
H44 3.59 3.70 -3.47
H45 4.92 3.67 -4.55
H46 6.07 2.73 -2.85
H47 3.88 3.00 -1.13
H48 5.09 4.29 -1.59
H49 5.54 3.11 0.58
H50 6.71 2.62 -0.50
H51 6.26 0.22 -1.51
H52 6.09 -0.62 0.04
H53 7.31 0.68 -0.19

Results
HOMO level   -8.510 eV
ΔE to the lowest compared entry with this formula, charge and spin   184.9 kJ/mol
Gap between HOMO and LUMO   9.30 eV
Structure (SMILES)   COCCNCCOC.COCCNCCOC.COCCNCCOC.O.O.O.O

=====

What total energy values result from the calculations? In sequence: -48053.8663; -4331.1459; -124046.9008; -45538.3070; -58780.0673; -9739.9695; -34976.1515; -44466.1577 eV.